Record 1
C33H43As3Br3N3O4S2V | the ωB97M-V functional and the def2-TZVPD basis

```
! wB97M-V def2-TZVPD RIJCOSX def2/J DEFGRID3
* xyz -2 4
V 0.46957 -0.29691 0.86047
Br -1.48373 0.53152 -3.07314
C -1.22612 2.19319 -2.19642
Br 0.75298 3.37226 -0.51086
H -1.97157 2.31742 -1.43566
H -1.12726 2.99866 -2.91184
O -3.35599 0.47615 2.39766
S -2.75104 1.07464 1.22253
O -3.01665 0.42696 -0.02974
N -1.19373 1.36129 1.37015
C -0.78052 2.02204 2.49533
C -1.59069 2.76614 3.35764
C -1.04560 3.56529 4.36273
C 0.30430 3.62652 4.56570
C 1.15594 2.80207 3.80641
C 2.54386 2.77014 4.03028
C 3.30428 1.92803 3.27397
C 2.69134 1.12107 2.31400
N 1.39250 1.11175 2.05683
C 0.61797 1.97078 2.78474
C -3.55373 2.69339 1.07265
C -4.88556 2.75722 1.45530
C -5.56044 3.96739 1.40874
C -4.89894 5.10821 0.97359
C -3.56768 5.03676 0.58624
C -2.88709 3.82726 0.63622
H -2.65986 2.72262 3.24349
H -1.71028 4.17037 4.96941
H 0.73694 4.27457 5.31928
H 2.97947 3.39886 4.79845
H 4.37834 1.86709 3.38949
H 3.28900 0.42042 1.75693
H -5.35841 1.84838 1.80443
H -6.59983 4.02152 1.70998
H -5.42422 6.05642 0.95510
H -3.04651 5.92340 0.24730
H -1.83915 3.77804 0.35128
C -1.06557 -3.24235 -2.10238
As 0.10547 -2.47906 -0.69020
C 0.00500 -4.05996 0.47240
C 1.84117 -3.14147 -1.44412
C 2.67728 -2.27642 -2.39091
C 3.95016 -3.08532 -2.70233
C 3.14663 -0.97463 -1.71881
As 1.94481 0.52218 -1.10230
C 1.87097 1.36597 -2.91493
C 3.55716 1.56919 -0.60651
C 1.87115 -2.01720 -3.68645
As 2.78196 -2.11666 -5.43429
C 1.14837 -1.77233 -6.48043
C 3.54221 -0.30739 -5.64474
H -0.79344 -4.28376 -2.28744
H -1.01212 -2.67436 -3.03054
H -2.08615 -3.18751 -1.72533
H 0.52451 -4.90399 0.01292
H -1.03608 -4.32803 0.64573
H 0.48440 -3.83843 1.42558
H 1.63779 -4.10167 -1.93885
H 2.43342 -3.34615 -0.55271
H 4.48642 -3.30834 -1.77842
H 4.61698 -2.51815 -3.35911
H 3.69546 -4.02626 -3.19730
H 3.88407 -0.49760 -2.37934
H 3.66899 -1.26136 -0.80348
H 2.78656 1.07728 -3.43027
H 1.84114 2.44591 -2.79948
H 1.00642 1.05354 -3.49457
H 3.93859 2.08385 -1.48927
H 4.32777 0.89739 -0.22229
H 3.31871 2.31543 0.14548
H 1.31793 -1.07946 -3.59968
H 1.12120 -2.80929 -3.78035
H 0.50813 -2.65480 -6.47060
H 1.39663 -1.54095 -7.51721
H 0.59246 -0.93824 -6.04914
H 4.29760 -0.11947 -4.88219
H 2.75757 0.44433 -5.57030
H 4.02078 -0.22346 -6.62217
S 2.15327 -1.59525 1.35743
Br -5.46656 -4.78719 4.30084
C -3.96002 -3.61768 4.21658
C -3.38602 -3.18628 5.39878
N -2.33547 -2.36881 5.40573
C -1.85303 -1.96237 4.23715
C -2.37146 -2.35531 3.00566
C -3.46321 -3.21728 2.99651
C -1.79641 -1.88255 1.71274
O -2.27989 -2.28603 0.65942
O -0.77215 -1.11941 1.80549
H -3.76936 -3.49367 6.36416
H -1.00675 -1.28629 4.26954
H -3.88740 -3.51386 2.04771
*
```

The calculation puts the HOMO energy (spin up / spin down) at -1.23 / -1.80 eV. Its expectation value of S² is 3.79. The LUMO energy (spin up / spin down) is 3.70 / 3.70 eV. For the orbital gap (spin up / spin down), the calculation gives 4.93 / 5.50 eV.

Record 2
C16H23IN5O14P4Pt | the ωB97M-V functional and the def2-TZVPD basis

```
! wB97M-V def2-TZVPD RIJCOSX def2/J DEFGRID3
* xyz 1 1
Pt -0.11213 -0.15102 0.88027
O -3.26252 2.19346 0.53016
P -2.37794 1.01623 1.01289
O -1.89096 0.07113 -0.09964
O -1.05112 1.50973 1.65196
O -3.21112 0.20743 2.05773
P -2.60595 -1.25456 2.62538
O -2.63189 -0.98239 4.18195
O -3.39231 -2.38976 2.17835
O -1.09755 -1.15839 2.29724
H -4.12412 1.97176 0.15232
H -3.45201 -1.29009 4.59419
N 1.84032 4.59241 -1.31992
C 0.78159 3.51077 -1.07631
C -0.35947 4.13345 -0.29783
P 1.74351 2.20274 -0.18579
O 3.02704 2.13917 -1.11363
O 2.04434 2.59687 1.19710
O 1.06266 0.81375 -0.39383
P 0.40302 2.89072 -2.80689
O -0.41049 4.12888 -3.43246
O 1.78764 2.90694 -3.38701
O -0.43209 1.67139 -2.71924
H 2.52905 4.64442 -0.56600
H 1.39292 5.50272 -1.42692
H 2.30480 4.32941 -2.21197
H -0.05449 4.40493 0.71400
H -1.18295 3.42777 -0.21691
H -0.73277 5.01621 -0.82143
H 2.78893 2.13027 -2.07355
H -1.36175 3.96821 -3.44495
N 0.05532 -0.98590 -2.27758
C -0.10788 -1.91066 -1.37609
O 0.32749 -1.80100 -0.17087
C -0.83156 -3.16734 -1.77316
I -2.03896 -3.83954 -0.16801
H 0.36498 -0.04623 -2.02114
H -0.44412 -1.04333 -3.15202
H -0.13532 -3.94027 -2.09192
H -1.49642 -2.92650 -2.59854
N 5.14371 -0.01857 5.64896
C 6.39942 -0.37740 6.08797
C 7.12378 -0.05198 7.23307
C 8.37862 -0.60971 7.34020
C 8.90154 -1.46178 6.34749
C 8.18121 -1.77832 5.21947
C 6.90490 -1.22241 5.09043
N 5.97935 -1.36638 4.07795
C 4.95693 -0.64258 4.44309
C 3.74540 -0.52365 3.63627
C 2.63250 0.21308 4.03305
C 1.53458 0.27917 3.20818
N 1.51354 -0.36140 2.03524
C 2.57522 -1.07406 1.62452
C 3.69833 -1.17833 2.40381
H 4.50588 0.59423 6.12364
H 6.72808 0.60118 7.99914
H 8.98146 -0.38882 8.21075
H 9.89273 -1.87267 6.48248
H 8.57543 -2.43126 4.45313
H 2.59748 0.74888 4.97028
H 0.65251 0.84798 3.46624
H 2.49439 -1.55087 0.66023
H 4.54867 -1.75528 2.07180
*
```

The calculation puts the HOMO energy at -10.76 eV. The LUMO energy is -4.38 eV. For the orbital gap, the calculation gives 6.37 eV.

Record 3
C9H23N5NaO7 | the ωB97M-V functional and the def2-TZVPD basis

```
! wB97M-V def2-TZVPD RIJCOSX def2/J DEFGRID3
* xyz -1 1
Na -0.60032 0.17232 1.90334
C -2.77120 3.24760 3.40314
O -3.35778 2.30007 2.90766
O -1.56094 3.36666 3.32775
O -3.27587 4.23526 3.90914
C 0.59897 -3.81548 -3.09165
O -0.46879 -2.95352 -3.49099
C -1.76962 -3.12535 -2.99495
C -1.85954 -2.56149 -1.55852
N -1.48889 -1.13204 -1.55583
C -2.50670 -0.21250 -2.02612
C -1.92729 1.19489 -2.14282
O -0.88583 1.31027 -3.12168
C -0.50852 2.59626 -3.34717
H 0.75204 -3.76888 -2.01345
H 1.52735 -3.41998 -3.50369
H 0.46017 -4.85835 -3.37671
H -2.00347 -4.18980 -3.01309
H -2.48955 -2.58146 -3.60652
H -1.23630 -3.23235 -0.96723
H -2.87404 -2.63541 -1.16684
H -0.76303 -1.00361 -2.24629
H -3.37700 -0.26368 -1.37186
H -2.87206 -0.44628 -3.02610
H -1.67592 1.49744 -1.12627
H -2.70407 1.89371 -2.45321
H 0.18450 2.62862 -4.18787
H -0.07520 3.04809 -2.45488
H -1.38130 3.16339 -3.67078
C 1.80173 -3.36829 4.75446
O 1.74105 -2.37424 4.14716
N 2.78784 -3.83061 5.46330
N 0.83316 -4.21757 4.70850
H 3.61260 -3.25147 5.53007
H 2.73811 -4.71599 5.94677
H 0.82435 -5.07248 5.24624
H -0.01703 -3.94806 4.23453
C 3.10675 5.40228 1.04823
O 2.46241 6.23267 1.67998
N 4.32529 5.48171 0.67318
N 2.52224 4.32361 0.59562
H 4.68962 6.41767 0.77962
H 4.82390 4.71472 0.24514
H 3.11221 3.59573 0.21849
H 1.54583 4.15593 0.79212
*
```

The calculation puts the HOMO energy at -0.95 eV. The LUMO energy is 1.52 eV. For the orbital gap, the calculation gives 2.47 eV.

Going through the records in order, we get ΔE to the lowest compared entry with this formula, charge and spin values of 2.2034 0.0000 8.2508 eV.
Going through the records in order, we get DFT total energy values of -487582.248 -101591.056 -35902.384 eV.